DFT (the ωB97M-V functional and the def2-TZVPD basis) results for 6 unconnected molecules or ions with the total composition H10IO5.

relative energy (zero: lowest compared OMol25 entry of this formula, charge and spin)	55.3	kJ/mol
E_HOMO	-5.10	eV
frontier orbital gap	8.475	eV
charge	-1
LUMO	3.38	eV
total energy	-18503.758	eV
maximum force	3.6	eV/Å

Cartesian coordinates (Å):
H -26.185 -11.938 -3.286
H -22.965 -14.103 -2.173
H -26.747 -11.536 -1.964
H -21.529 -14.105 -1.433
H -22.067 -10.383 -4.527
H -20.221 -11.447 -4.916
O -22.665 -16.084 -4.114
H -22.957 -15.202 -4.260
I -23.754 -12.597 -4.134
O -26.936 -11.483 -2.900
O -20.416 -12.296 -5.194
O -22.311 -14.599 -1.656
O -21.446 -9.867 -4.076
H -21.327 -12.455 -5.095
H -21.718 -9.933 -3.188
H -22.762 -16.622 -4.904

How is the electron density shared among the atoms? According to natural (NBO), the charges in e are:
1 H 0.49
2 H 0.49
3 H 0.46
4 H 0.47
5 H 0.48
6 H 0.47
7 O -0.96
8 H 0.49
9 I -0.92
10 O -0.96
11 O -0.97
12 O -0.98
13 O -0.96
14 H 0.48
15 H 0.47
16 H 0.45

=====

DFT (the ωB97M-V functional and the def2-TZVPD basis) results for 6 unconnected molecules or ions with the total composition H10IO5.

relative energy (zero: lowest compared OMol25 entry of this formula, charge and spin)	105.3	kJ/mol
E_HOMO	-4.84	eV
frontier orbital gap	8.082	eV
charge	-1
LUMO	3.24	eV
total energy	-18503.239	eV
maximum force	5.2	eV/Å

Cartesian coordinates (Å):
O 0.096 -3.090 -2.046
I -0.531 0.302 -0.574
H 2.553 0.988 -3.302
H -2.587 0.056 1.016
O -0.362 3.072 2.018
H 0.092 -2.352 -1.385
H 1.400 -0.971 1.238
O 2.446 1.492 -2.451
O -3.296 0.124 1.558
H -0.258 3.883 1.521
H -0.574 2.333 1.451
H 1.513 1.512 -2.161
H -0.235 -3.038 -2.885
H 1.426 -2.450 1.680
H -3.109 -0.358 2.359
O 1.427 -1.503 1.964

How is the electron density shared among the atoms? According to natural (NBO), the charges in e are:
1 O -1.01
2 I -0.95
3 H 0.46
4 H 0.48
5 O -0.97
6 H 0.52
7 H 0.48
8 O -0.98
9 O -0.96
10 H 0.46
11 H 0.50
12 H 0.50
13 H 0.47
14 H 0.46
15 H 0.46
16 O -0.95

=====

DFT (the ωB97M-V functional and the def2-TZVPD basis) results for a molecular structure, H10Li7O21S4.

relative energy (zero: lowest compared OMol25 entry of this formula, charge and spin)	0.0	kJ/mol
E_HOMO	-2.63	eV
frontier orbital gap	2.134	eV
charge	-1
LUMO	-0.50	eV
total energy	-87952.636	eV
maximum force	4.9	eV/Å

Cartesian coordinates (Å):
H -2.741 -0.524 2.976
H 2.255 1.625 2.931
Li -0.011 3.578 1.144
O -0.473 2.489 -2.366
O 0.205 -2.643 -1.116
Li -0.958 -1.136 -1.659
O -1.805 0.506 -2.444
O 2.850 1.924 2.228
O -2.746 2.509 -1.455
O 0.842 0.467 -0.289
O 0.024 -3.148 1.245
S 0.748 -1.595 -4.066
O -2.244 -1.343 3.116
O -0.579 1.730 1.155
H 3.823 0.358 -1.273
H -2.959 1.894 2.111
Li 1.900 -0.998 -1.334
O 1.238 -2.914 -3.697
S -0.165 0.384 0.749
H 0.625 0.458 3.449
Li -2.885 0.863 -0.229
H 3.589 1.278 -2.473
H -1.916 -1.287 4.019
O 1.378 -4.472 -0.257
O 3.123 0.743 -1.817
O 0.667 -0.667 -2.887
Li 1.150 1.570 -1.976
O -1.346 -0.361 0.253
O -2.341 2.399 -3.837
O -3.512 1.372 1.519
O 0.302 -0.395 1.923
H 2.278 2.365 1.589
S -1.867 1.977 -2.532
H 0.995 0.040 4.892
H -4.410 1.705 1.647
S 0.894 -3.139 0.056
O 1.593 -0.904 -5.060
O -0.651 -1.702 -4.568
O 0.863 0.812 4.332
Li -1.437 -1.979 1.450
O 2.023 -2.190 0.321
Li 1.679 -1.649 2.230

How is the electron density shared among the atoms? According to natural (NBO), the charges in e are:
1 H 0.50
2 H 0.49
3 Li 0.98
4 O -1.19
5 O -1.07
6 Li 0.89
7 O -1.11
8 O -0.93
9 O -1.16
10 O -1.06
11 O -1.19
12 S 2.58
13 O -0.97
14 O -1.18
15 H 0.49
16 H 0.50
17 Li 0.89
18 O -1.06
19 S 2.68
20 H 0.50
21 Li 0.91
22 H 0.50
23 H 0.49
24 O -1.00
25 O -0.97
26 O -1.24
27 Li 0.92
28 O -1.14
29 O -1.02
30 O -0.97
31 O -1.15
32 H 0.44
33 S 2.60
34 H 0.47
35 H 0.50
36 S 2.60
37 O -1.10
38 O -1.09
39 O -0.99
40 Li 0.92
41 O -1.21
42 Li 0.94

=====

DFT (the ωB97M-V functional and the def2-TZVPD basis) results for a molecular structure, H10MgO13S2.

relative energy (zero: lowest compared OMol25 entry of this formula, charge and spin)	169.3	kJ/mol
E_HOMO	-0.57	eV
frontier orbital gap	4.159	eV
charge	-2
LUMO	3.59	eV
total energy	-53899.757	eV
maximum force	3.2	eV/Å

Cartesian coordinates (Å):
O -5.138 -2.177 -4.353
H -2.527 -5.849 -4.840
O -6.483 -0.304 -5.023
H -2.068 -2.150 -2.610
O -3.734 -0.225 -6.013
O -4.604 -4.043 -2.638
H -1.877 -1.700 -4.060
H -2.859 -0.025 -6.359
H -4.951 -4.887 -2.335
O -2.979 -2.956 -5.981
H -4.912 -3.398 -1.987
H -1.519 -5.063 -4.011
H -5.887 -5.241 -4.830
Mg -3.789 -3.519 -4.379
O -3.303 -3.300 -8.326
S -6.165 -1.191 -3.903
O -2.409 -5.019 -4.369
O -5.608 -0.454 -2.725
O -1.295 -4.120 -7.261
O -1.662 -1.747 -7.538
O -7.399 -1.819 -3.412
H -3.689 -1.179 -5.812
O -2.334 -2.351 -3.511
H -5.105 -5.033 -6.129
O -5.083 -4.850 -5.180
S -2.284 -3.052 -7.308

How is the electron density shared among the atoms? According to natural (NBO), the charges in e are:
1 O -1.23
2 H 0.50
3 O -1.05
4 H 0.48
5 O -0.97
6 O -0.98
7 H 0.53
8 H 0.45
9 H 0.48
10 O -1.25
11 H 0.53
12 H 0.50
13 H 0.49
14 Mg 1.79
15 O -1.09
16 S 2.60
17 O -0.96
18 O -1.13
19 O -1.11
20 O -1.10
21 O -1.12
22 H 0.50
23 O -0.98
24 H 0.52
25 O -0.98
26 S 2.62

=====

DFT (the ωB97M-V functional and the def2-TZVPD basis) results for 4 unconnected molecules or ions with the total composition H10NO3.

relative energy (zero: lowest compared OMol25 entry of this formula, charge and spin)	105.8	kJ/mol
E_HOMO	-15.18	eV
frontier orbital gap	11.915	eV
charge	+1
LUMO	-3.27	eV
total energy	-7788.582	eV
maximum force	3.4	eV/Å

Cartesian coordinates (Å):
O -2.368 -0.440 1.383
H -0.676 1.181 1.252
H 0.220 1.252 -0.181
O 1.159 1.306 -1.632
O 1.024 -2.099 -0.673
H 0.984 0.917 1.298
H 1.065 2.106 -2.191
H -3.252 0.069 1.403
N 0.131 0.844 0.767
H -0.356 -0.117 0.612
H 1.587 -1.953 -1.445
H -2.174 -0.915 2.211
H 0.851 -3.021 -0.648
H 1.805 0.870 -2.157

How is the electron density shared among the atoms? According to natural (NBO), the charges in e are:
1 O -1.01
2 H 0.44
3 H 0.47
4 O -0.96
5 O -0.96
6 H 0.45
7 H 0.50
8 H 0.52
9 N -0.90
10 H 0.49
11 H 0.48
12 H 0.50
13 H 0.49
14 H 0.50

=====

DFT (the ωB97M-V functional and the def2-TZVPD basis) results for 4 unconnected molecules or ions with the total composition H10NO3.

relative energy (zero: lowest compared OMol25 entry of this formula, charge and spin)	48.1	kJ/mol
E_HOMO	-15.25	eV
frontier orbital gap	12.106	eV
charge	+1
LUMO	-3.15	eV
total energy	-7789.180	eV
maximum force	1.4	eV/Å

Cartesian coordinates (Å):
N 0.505 0.006 0.115
H -1.188 2.419 1.810
O -0.324 1.987 1.774
H 0.318 2.441 2.299
H 1.389 0.358 0.478
O -0.361 -3.238 0.371
O 0.220 1.136 -2.233
H -0.442 0.812 -2.853
H 0.943 1.479 -2.798
H 0.369 -0.963 0.420
H 0.404 0.323 -0.899
H -0.676 -3.912 -0.256
H -0.909 -3.366 1.158
H -0.247 0.517 0.613

How is the electron density shared among the atoms? According to natural (NBO), the charges in e are:
1 N -0.91
2 H 0.51
3 O -0.99
4 H 0.50
5 H 0.43
6 O -0.97
7 O -0.95
8 H 0.51
9 H 0.51
10 H 0.46
11 H 0.47
12 H 0.49
13 H 0.48
14 H 0.46

=====

DFT (the ωB97M-V functional and the def2-TZVPD basis) results for a molecular structure, H10O17S3Zn.

relative energy (zero: lowest compared OMol25 entry of this formula, charge and spin)	826.2	kJ/mol
E_HOMO	3.23	eV
frontier orbital gap	3.000	eV
charge	-4
LUMO	6.23	eV
total energy	-115880.930	eV
maximum force	3.4	eV/Å

Cartesian coordinates (Å):
S 3.030 5.817 15.915
H -1.693 12.367 15.925
O 2.475 4.483 15.905
O -1.515 8.985 19.682
O -3.120 6.619 16.151
H 0.465 5.546 12.935
O 3.631 10.020 17.463
O -0.924 10.175 17.715
O -4.159 5.645 17.998
S -1.030 10.292 19.192
O 0.282 10.573 19.782
O -0.232 6.193 13.035
O 2.105 9.695 13.312
O 3.476 6.120 14.547
Zn -0.581 8.366 15.109
O -5.341 7.273 16.686
H -1.008 5.770 12.667
O 4.146 5.902 16.840
O -4.951 5.085 15.869
H 2.464 10.338 12.701
O -1.750 13.223 15.501
H 2.782 9.021 13.375
S -4.406 6.191 16.660
H -2.593 13.577 15.787
H 3.056 9.536 16.871
O 1.938 6.756 16.239
H -1.507 10.683 12.359
H 3.054 10.319 18.167
O -1.960 10.115 12.983
O -1.910 11.371 19.587
H -2.755 9.841 12.525

How is the electron density shared among the atoms? According to natural (NBO), the charges in e are:
1 S 2.60
2 H 0.51
3 O -1.11
4 O -0.97
5 O -0.97
6 H 0.49
7 O -0.98
8 O -1.00
9 O -0.98
10 S 2.57
11 O -1.08
12 O -0.94
13 O -0.94
14 O -1.14
15 Zn 0.87
16 O -1.07
17 H 0.46
18 O -1.08
19 O -1.12
20 H 0.44
21 O -0.97
22 H 0.50
23 S 2.60
24 H 0.45
25 H 0.50
26 O -1.05
27 H 0.46
28 H 0.48
29 O -0.92
30 O -1.08
31 H 0.46

=====

DFT (the ωB97M-V functional and the def2-TZVPD basis) results for 5 unconnected molecules or ions with the total composition H10O4S2.

relative energy (zero: lowest compared OMol25 entry of this formula, charge and spin)	57.1	kJ/mol
E_HOMO	-9.23	eV
frontier orbital gap	9.593	eV
charge	0
LUMO	0.37	eV
total energy	-30022.556	eV
structure (SMILES)	SS.O.O.O.O
maximum force	1.1	eV/Å

Cartesian coordinates (Å):
O -4.017 -0.003 -3.388
H -4.744 0.621 -3.238
H -0.165 0.678 0.803
H -2.420 0.160 -1.992
H 1.814 -1.083 0.205
O 0.197 0.309 1.625
H 4.456 -3.020 0.278
H -4.154 -0.380 -4.269
S 2.942 -0.995 0.938
H 1.559 1.597 3.180
H 1.779 1.461 4.699
S 4.403 -1.764 -0.213
O 1.327 1.985 4.030
O -1.483 -0.072 -2.017
H -0.078 1.017 2.230
H -1.415 -0.512 -2.871

How is the electron density shared among the atoms? According to natural (NBO), the charges in e are:
1 O -0.96
2 H 0.48
3 H 0.48
4 H 0.48
5 H 0.14
6 O -0.95
7 H 0.12
8 H 0.48
9 S -0.13
10 H 0.48
11 H 0.47
12 S -0.13
13 O -0.95
14 O -0.95
15 H 0.47
16 H 0.47